ORCA calculation (ωB97M-V with the def2-TZVPD basis set) on a structure of composition C12H22F8Na3O14P2.

Each line ends with the natural charge from an NBO analysis.
Geometry (Å):
Na -13.6946 -4.8868 8.0873  0.99
Na -19.0174 -7.8822 8.6266  0.99
Na -16.6883 -8.1474 13.2396  0.97
P -19.5945 -7.4904 12.1526  2.60
F -19.2625 -7.9432 13.7248  -0.59
F -18.2220 -6.5535 12.0993  -0.62
F -18.5463 -8.6274 11.4933  -0.62
F -19.7805 -7.0013 10.6598  -0.62
F -20.7595 -8.6088 11.9948  -0.57
F -20.5222 -6.3430 12.7418  -0.55
O -16.7299 -8.4546 8.8948  -1.19
P -15.4335 -8.2191 9.6797  2.57
O -14.4749 -7.0655 9.2717  -1.20
F -14.5716 -9.5954 9.6796  -0.57
F -15.8330 -7.9827 11.2386  -0.60
C -15.9139 -11.9851 8.4588  -0.11
C -15.9311 -11.6858 6.9551  -0.09
O -16.0193 -12.9046 6.3857  -0.49
C -16.5878 -13.8177 7.2578  0.97
O -16.9920 -14.9254 6.9869  -0.55
O -16.6274 -13.2373 8.5298  -0.50
H -16.3714 -11.1121 8.9242  0.22
H -14.9031 -12.1167 8.8447  0.18
H -15.0832 -11.1277 6.5579  0.20
H -16.7806 -11.0683 6.6632  0.16
C -18.8647 -11.7476 11.8436  -0.25
O -19.3152 -12.3212 10.6248  -0.49
C -19.2910 -11.6127 9.4498  1.02
O -18.7870 -10.5084 9.3457  -0.71
O -19.7502 -12.4080 8.4506  -0.49
C -19.7286 -12.0333 7.0740  -0.26
H -19.2874 -10.7586 12.0206  0.21
H -17.7856 -11.6204 11.7580  0.17
H -19.1032 -12.4865 12.6087  0.21
H -19.2660 -12.9041 6.6095  0.21
H -19.1753 -11.1230 6.8432  0.18
H -20.6676 -11.8088 6.5679  0.20
C -12.6984 -9.8815 12.0789  -0.26
O -12.6619 -9.9589 13.4609  -0.46
C -13.7320 -9.8149 14.1633  1.01
O -14.8508 -9.7293 13.7311  -0.71
O -13.3373 -9.9768 15.4726  -0.48
C -14.3535 -9.8612 16.4020  -0.26
H -13.2660 -10.6586 11.5670  0.20
H -11.6670 -9.7541 11.7500  0.21
H -13.2132 -8.9799 11.7471  0.18
H -15.0413 -10.6949 16.2610  0.19
H -14.8605 -8.8983 16.3402  0.17
H -13.9801 -10.0281 17.4124  0.22
C -14.9885 -8.3205 5.3283  -0.27
O -13.6347 -8.6796 5.4796  -0.47
C -12.7798 -7.7845 5.9929  1.03
O -13.0798 -6.6137 6.2858  -0.75
O -11.5396 -8.3240 6.0746  -0.49
C -10.3436 -7.5929 6.3801  -0.26
H -15.2190 -7.3491 4.8907  0.20
H -15.3358 -8.2784 6.3606  0.20
H -15.6235 -9.0611 4.8422  0.21
H -9.8644 -7.2406 5.4667  0.20
H -9.5153 -8.0326 6.9356  0.22
H -10.5663 -6.6471 6.8742  0.18

LUMO level = -3.7 eV
HOMO level = -0.471 Ha
Net charge = +1
Kohn-Sham gap = 0.3358 Ha

=====

ORCA calculation (ωB97M-V with the def2-TZVPD basis set) on the ion C7H10Br2N with charge +1.

Each line ends with the natural charge from an NBO analysis.
Geometry (Å):
C -1.9289 0.3845 -0.6758  -0.67
C -1.0995 -0.1615 -1.8175  -0.06
Br -1.9895 -0.3912 -3.4819  0.14
C 0.1709 -0.4706 -1.6674  -0.14
Br 1.1804 -1.1940 -3.1146  0.13
C 0.8669 -0.2791 -0.3491  -0.37
C 1.1295 1.1048 0.1199  0.31
N 1.0197 1.1744 1.3822  -0.40
C 0.5936 -0.0938 1.9977  -0.25
C 0.5084 -1.1740 0.8833  -0.39
H -2.8284 0.8147 -1.1070  0.27
H -2.1986 -0.4381 -0.0129  0.23
H -1.4262 1.1822 -0.1276  0.20
H 1.8941 -0.6110 -0.5839  0.30
H 1.4083 1.8974 -0.5632  0.27
H 1.1786 1.9947 1.9609  0.45
H 1.0703 -0.3376 2.9419  0.25
H -0.4531 0.1141 2.2656  0.23
H 1.3429 -1.8281 1.1119  0.24
H -0.4395 -1.6877 0.8376  0.25

LUMO level = -4.6 eV
HOMO level = -0.462 Ha
Net charge = +1
Kohn-Sham gap = 0.2942 Ha